DFT (the ωB97M-V functional and the def2-TZVPD basis) results for C25H19BrCl2N2O4S2Yb as an isolated structure.

* HOMO: -0.17158 Ha
* total charge: -1
* <S²>: 0.75
* HOMO-LUMO gap: 7.05 eV
* 2S+1: 2

```
56
C25H19BrCl2N2O4S2Yb the ωB97M-V functional and the def2-TZVPD basis
Yb 0.5627 -0.2210 0.0377
O 0.7001 -2.2588 1.1382
C 0.1926 -1.6347 2.1088
O 0.5149 -0.4142 2.2798
C -0.9670 -2.1943 2.8499
C -0.8549 -3.1880 3.8059
C -1.9922 -3.6737 4.4377
C -3.2315 -3.1599 4.0761
C -3.3393 -2.1895 3.0922
C -2.2109 -1.6829 2.4413
S -2.3587 -0.5397 1.0987
H 0.1236 -3.5782 4.0588
H -1.9157 -4.4440 5.1942
H -4.1313 -3.5266 4.5568
H -4.3149 -1.8195 2.8017
Cl 1.9459 0.7349 -2.4613
C 3.4773 1.4751 -2.0502
C 4.1376 2.1154 -3.0827
C 5.3572 2.7245 -2.8324
C 5.8804 2.6737 -1.5512
C 5.1891 2.0236 -0.5449
Cl 5.9289 2.0241 1.0353
C 3.9481 1.3851 -0.7305
S 3.1239 0.6047 0.5830
H 3.6910 2.1302 -4.0668
H 5.8913 3.2299 -3.6255
H 6.8276 3.1371 -1.3135
C -1.7319 3.6756 3.3788
C -0.9160 3.4094 2.1614
C -0.1502 4.2288 1.3544
C 0.3773 3.3913 0.3594
N -0.0482 2.1444 0.5402
N -0.8232 2.1808 1.6463
C 1.3079 3.7763 -0.7382
H -1.8044 4.7459 3.5635
H -1.2860 3.2077 4.2576
H -2.7412 3.2779 3.2663
H 0.0136 5.2868 1.4699
H -1.3385 1.3209 1.8804
H 1.1951 4.8368 -0.9630
H 1.1112 3.2088 -1.6452
H 2.3439 3.5958 -0.4456
Br -2.7881 -3.2269 -6.5188
C -2.5011 -3.2992 -4.6437
C -3.1441 -4.2691 -3.8951
C -2.9267 -4.3103 -2.5245
C -2.0744 -3.4046 -1.9142
C -1.4411 -2.4392 -2.6860
C -1.6541 -2.3753 -4.0553
C -0.5282 -1.4646 -2.0108
O -0.9264 -0.2982 -1.7362
O 0.6123 -1.8460 -1.6354
H -3.8052 -4.9778 -4.3744
H -3.4319 -5.0605 -1.9301
H -1.9065 -3.4327 -0.8451
H -1.1698 -1.6158 -4.6539
```



DFT (the ωB97M-V functional and the def2-TZVPD basis) results for C25H19BrFIN7O6S2V as an isolated structure at a distorted geometry.

* HOMO (spin up / spin down): -0.13159 / -0.18696 Ha
* total charge: -1
* <S²>: 3.78
* HOMO-LUMO gap (spin up / spin down): 5.61 / 7.08 eV
* 2S+1: 4

```
63
C25H19BrFIN7O6S2V the ωB97M-V functional and the def2-TZVPD basis
V -0.0192 0.9591 0.3115
C 0.4382 6.3814 0.5050
S -1.2135 5.6846 0.6375
C -0.9074 3.9390 0.5266
S 0.7093 3.3169 0.6190
N -2.0172 3.2787 0.3990
N -1.8091 1.9188 0.3739
C -2.8715 1.1787 0.1125
C -2.6823 -0.2200 0.0121
C -3.7369 -1.1452 -0.1515
C -3.4701 -2.4857 -0.1711
C -2.1488 -2.9320 -0.0136
C -1.1651 -1.9862 0.1430
N -1.3997 -0.6693 0.1521
H 0.2967 7.4602 0.4292
H 0.9431 6.0213 -0.3885
H 1.0515 6.1583 1.3752
H -3.8422 1.6433 -0.0198
H -4.7466 -0.7724 -0.2646
H -4.2746 -3.1962 -0.3099
H -1.8926 -3.9802 -0.0337
H -0.1262 -2.2590 0.2663
Br 0.6212 -2.9675 4.4053
C 2.0582 -2.6809 3.1834
C 3.3011 -3.2158 3.4885
C 4.3060 -3.0299 2.5544
C 4.0298 -2.3385 1.3859
C 2.7536 -1.8173 1.2107
N 1.7773 -1.9947 2.1063
C 2.4482 -1.0295 -0.0665
O 3.1240 -1.2802 -1.0527
O 1.5444 -0.1410 0.0471
H 3.4612 -3.7590 4.4078
H 5.2948 -3.4325 2.7349
H 4.7630 -2.1890 0.6083
I 2.9351 1.4739 2.7114
C 1.0384 1.0126 3.4286
C 0.8812 1.0216 4.8118
C -0.3604 0.7283 5.3412
C -1.4000 0.4203 4.4781
C -1.1495 0.4318 3.1215
N 0.0447 0.7336 2.5933
H 1.7228 1.2639 5.4423
H -0.5084 0.7378 6.4127
H -2.3915 0.1744 4.8290
H -1.9386 0.2144 2.4136
F -1.3757 -3.2282 -3.3791
C -0.8522 -2.2580 -4.1427
C -0.8368 -0.9826 -3.7396
N -0.3132 0.0250 -4.5192
C -0.3461 1.4173 -4.0325
C 0.4166 1.5562 -2.6959
O 1.5057 2.0935 -2.6488
O -0.2727 1.0903 -1.7144
C 0.2148 -0.2307 -5.7611
O 0.6482 0.6116 -6.5202
N 0.2069 -1.5731 -6.1219
C -0.3041 -2.6575 -5.4283
O -0.2817 -3.7812 -5.8881
H -1.2073 -0.6638 -2.7735
H -1.3915 1.6997 -3.9026
H 0.1167 2.0175 -4.8093
H 0.5998 -1.7676 -7.0301
```



DFT (the ωB97M-V functional and the def2-TZVPD basis) results for C25H19Cl2N2O11Pb as an isolated structure.

* HOMO: -0.20100 Ha
* total charge: -1
* HOMO-LUMO gap: 7.88 eV

```
60
C25H19Cl2N2O11Pb the ωB97M-V functional and the def2-TZVPD basis
Pb 0.1097 1.1326 1.1233
O 1.3348 2.1644 -3.2075
C 0.9097 2.1519 -1.9379
O 1.5801 1.7104 -1.0397
C -0.4508 2.7541 -1.7731
C -1.1263 3.3103 -2.8421
C -2.3943 3.8233 -2.6142
C -2.9268 3.7592 -1.3442
C -2.1791 3.1805 -0.3230
N -0.9609 2.6951 -0.5439
C -2.8158 3.1279 1.0579
O -4.0352 3.1371 1.1357
O -0.6762 3.1921 2.2926
H 2.1560 1.6465 -3.2139
H -0.6734 3.3192 -3.8211
H -2.9612 4.2586 -3.4270
H -3.9161 4.1229 -1.1085
O -3.2285 -0.7852 4.0366
C -2.3734 -0.1295 3.2236
O -1.1922 -0.0651 3.4710
C -3.0434 0.4374 1.9938
O -2.1854 1.1344 1.1956
C -2.0221 3.5953 2.2672
C 0.3275 4.0942 1.7280
O 0.0264 5.2690 1.6360
O 1.3310 3.4218 1.4315
H -2.6938 -1.1350 4.7639
H -3.8825 1.0703 2.3362
H -3.5138 -0.4178 1.4809
H -2.5270 3.1980 3.1490
H -2.0649 4.6876 2.2880
Cl 2.8946 -2.5413 2.2632
C 3.6645 -1.9108 0.8461
C 5.0258 -1.6656 0.8783
C 5.6504 -1.1334 -0.2382
C 4.9171 -0.8717 -1.3821
C 3.5591 -1.1425 -1.3993
Cl 2.6733 -0.8853 -2.8694
C 2.8838 -1.6466 -0.2839
N 1.5001 -1.8399 -0.2628
C 0.9242 -3.1119 -0.4173
C 1.6947 -4.2441 -0.6601
C 1.0938 -5.4835 -0.8343
C -0.2838 -5.5991 -0.7836
C -1.0489 -4.4668 -0.5278
C -0.4750 -3.2207 -0.3223
C -1.3371 -2.0350 0.0337
C -1.4129 -0.9690 -1.0897
O -2.3327 -1.0381 -1.8919
O -0.4415 -0.1226 -1.1039
H 5.5780 -1.8753 1.7834
H 6.7108 -0.9217 -0.2151
H 5.3877 -0.4689 -2.2681
H 0.9379 -1.0924 -0.6978
H 2.7725 -4.1540 -0.7266
H 1.7108 -6.3533 -1.0247
H -0.7626 -6.5588 -0.9308
H -2.1282 -4.5469 -0.4712
H -0.9384 -1.5825 0.9485
H -2.3506 -2.3797 0.2332
```



DFT (the ωB97M-V functional and the def2-TZVPD basis) results for C25H19ClN5O6RbS3 as an isolated structure.

* HOMO: -0.08049 Ha
* total charge: -2
* HOMO-LUMO gap: 6.15 eV

```
60
C25H19ClN5O6RbS3 the ωB97M-V functional and the def2-TZVPD basis
Rb 0.3957 0.1460 0.4344
S -0.7644 -1.1207 3.9002
C -2.1723 -0.5922 3.1467
N -2.3140 -0.1272 1.9290
C -3.6105 0.2140 1.6288
C -4.0446 0.7442 0.4105
C -5.3885 1.0201 0.2243
C -6.3231 0.7783 1.2339
C -5.9089 0.2614 2.4552
C -4.5608 -0.0090 2.6451
S -3.7433 -0.6552 4.0331
H -3.3209 0.9250 -0.3732
H -5.7152 1.4258 -0.7259
H -7.3714 0.9982 1.0698
H -6.6238 0.0738 3.2481
N 3.5018 -0.0609 -0.0683
C 3.9680 0.8167 1.0147
C 3.1119 2.1032 1.1710
O 3.4132 2.8418 2.1246
O 2.2174 2.2863 0.3006
H 4.2869 -0.3990 -0.6105
H 2.9822 0.5472 -0.7011
H 4.9869 1.1939 0.8688
H 3.9607 0.2907 1.9716
O 0.0320 5.3596 -3.6080
C 0.0219 4.0130 -3.3796
O 0.3475 3.2701 -4.2587
C -0.4174 3.5882 -2.0373
C -0.3091 4.2627 -0.8331
Cl 0.2852 5.8348 -0.4866
N -0.7836 3.4750 0.1430
N -1.1946 2.3003 -0.3742
C -0.9741 2.3330 -1.6716
C -1.3835 1.0950 -2.4907
O -2.1718 1.2954 -3.4170
O -0.9069 0.0088 -2.0590
C -0.8196 3.6294 1.5623
C 0.3415 3.9154 2.2605
C 0.2894 3.9299 3.6478
C -0.8938 3.6420 4.3124
C -2.0435 3.3362 3.5933
C -2.0111 3.3324 2.2094
H -0.2383 5.8296 -2.8092
H 1.2898 4.0162 1.7474
H 1.2058 4.1029 4.1968
H -0.9125 3.6102 5.3949
H -2.9550 3.0591 4.1077
H -2.8787 3.0483 1.6276
S 0.4716 -3.7421 0.5491
C -1.1286 -3.2483 0.4003
N -1.5432 -2.4425 -0.6176
C -2.8271 -2.0641 -0.8419
C -3.8182 -2.4929 -0.0234
C -3.4556 -3.2720 1.1001
C -2.1594 -3.6290 1.3118
H -0.8542 -2.0646 -1.2619
H -2.9476 -1.3833 -1.6733
H -4.8340 -2.1612 -0.1794
H -4.2138 -3.5592 1.8188
H -1.8563 -4.1898 2.1825
```



DFT (the ωB97M-V functional and the def2-TZVPD basis) results for a 3-piece molecular cluster, C25H19F2N5O5S overall at a distorted geometry.

* HOMO: -0.35239 Ha
* HOMO-LUMO gap: 7.96 eV
* SMILES: Nc1c2c(cc(CC(=O)F)c1-c1cccnc1)C(=O)N(S(=O)(=O)F)C2=O.c1ccncc1.c1ccncc1

```
57
C25H19F2N5O5S the ωB97M-V functional and the def2-TZVPD basis
N -2.4399 -1.3171 -0.0827
C -1.8728 -1.7060 -1.3543
C -0.4309 -1.8864 -1.5030
C 0.1739 -2.2578 -2.8273
C -0.6134 -2.5002 -4.0214
C -2.0844 -2.3165 -3.8852
C -2.9496 -2.5662 -5.1622
C -3.3614 -1.2699 -5.9278
O -3.3953 -1.2524 -7.1106
F -3.7310 -0.1479 -5.2142
C -2.6943 -1.9104 -2.5871
C -4.2151 -1.6661 -2.4157
C -5.1736 -2.7439 -2.6919
C -6.5561 -2.3059 -2.4708
C -6.8218 -0.9546 -2.0307
N -5.9631 0.0696 -1.7209
C -4.6921 -0.3824 -1.9436
C 1.7109 -2.2990 -2.5541
O 2.5603 -2.9582 -3.0478
N 1.8417 -1.3238 -1.4385
S 1.8645 0.3093 -1.8675
O 2.9316 0.6466 -2.7781
O 1.9884 1.0504 -0.6251
F 0.4617 0.8002 -2.5477
C 0.7547 -1.7336 -0.5002
O 0.8456 -1.9263 0.6688
H -2.4613 -2.1011 0.5730
H -1.8201 -0.5828 0.2792
H -0.1122 -2.7744 -4.9756
H -3.8279 -3.2326 -4.9255
H -2.3100 -3.1673 -5.8694
H -4.9224 -3.7716 -3.0336
H -7.4014 -3.0138 -2.6432
H -7.9101 -0.6844 -1.9184
H -3.8905 0.3773 -1.7214
C 1.4633 1.0660 2.3964
C 0.3243 0.3183 2.6478
C -0.4428 0.6469 3.7557
N -0.1477 1.6417 4.5990
C 0.9566 2.3477 4.3361
C 1.7896 2.1039 3.2553
H 2.0882 0.8432 1.5439
H 0.0373 -0.4986 2.0047
H -1.3452 0.0925 3.9935
H 1.1724 3.1471 5.0381
H 2.6712 2.7099 3.0901
C 6.9538 2.7533 4.6193
C 5.6015 2.4553 4.6702
C 4.7342 3.4264 5.1449
N 5.1257 4.6357 5.5611
C 6.4353 4.8993 5.5042
C 7.3844 4.0003 5.0433
H 7.6646 2.0215 4.2533
H 5.2277 1.4916 4.3487
H 3.6670 3.2417 5.2009
H 6.7238 5.8864 5.8501
H 8.4324 4.2692 5.0177
```



DFT (the ωB97M-V functional and the def2-TZVPD basis) results for C25H19F5Ge2MnN2OS2 as an isolated structure at a distorted geometry.

* HOMO (spin up / spin down): -0.19533 / -0.20436 Ha
* total charge: -1
* <S²>: 6.15
* HOMO-LUMO gap (spin up / spin down): 7.15 / 7.85 eV
* 2S+1: 5

```
57
C25H19F5Ge2MnN2OS2 the ωB97M-V functional and the def2-TZVPD basis
Mn -0.7024 -0.4831 1.4518
S -1.5338 -2.5008 1.0188
C -2.8743 -2.6536 2.1332
C -3.5478 -3.9040 2.1205
N -4.0719 -4.9294 2.0906
C -3.2731 -1.6281 2.9339
S -2.4899 -0.0824 2.9135
C -4.3699 -1.7773 3.8296
N -5.2436 -1.8787 4.5724
F 3.7109 1.1805 5.9707
C 2.8462 1.1739 4.9485
C 2.2886 -0.0128 4.5053
F 2.6140 -1.1682 5.0858
C 1.4034 0.0279 3.4552
F 0.8408 -1.1254 2.9724
C 0.9967 1.1993 2.7931
O 0.1375 1.1597 1.8178
C 1.5970 2.3768 3.2712
F 1.2943 3.5447 2.6954
C 2.4932 2.3584 4.3207
F 3.0346 3.5034 4.7463
C -1.4840 3.1746 -0.6145
Ge -1.5993 1.6127 -1.8204
C -3.4881 1.0245 -1.7649
C -1.1756 2.2119 -3.6727
Ge -0.2526 -0.1863 -0.8145
C 1.6356 0.4542 -0.8604
C 2.6022 -0.2792 -0.1687
C 3.9203 0.1459 -0.0964
C 4.2981 1.3308 -0.7129
C 3.3521 2.0779 -1.3992
C 2.0363 1.6402 -1.4699
C -0.2554 -1.7059 -2.0984
C 0.4439 -2.8716 -1.7833
C 0.4385 -3.9670 -2.6326
C -0.2773 -3.9185 -3.8210
C -0.9780 -2.7688 -4.1516
C -0.9638 -1.6750 -3.2968
H -2.2261 3.9319 -0.8736
H -0.4948 3.6333 -0.6306
H -1.6745 2.8311 0.4033
H -4.1708 1.8475 -1.9829
H -3.6960 0.6586 -0.7576
H -3.6856 0.2130 -2.4665
H -1.8878 2.9889 -3.9553
H -1.2542 1.3898 -4.3837
H -0.1686 2.6239 -3.7345
H 2.3128 -1.1997 0.3317
H 4.6528 -0.4403 0.4460
H 5.3236 1.6740 -0.6519
H 3.6399 3.0084 -1.8743
H 1.3059 2.2371 -2.0048
H 0.9928 -2.9285 -0.8491
H 0.9833 -4.8638 -2.3633
H -0.2956 -4.7775 -4.4805
H -1.5411 -2.7264 -5.0767
H -1.5192 -0.7823 -3.5639
```



DFT (the ωB97M-V functional and the def2-TZVPD basis) results for one molecule with the formula C25H19N3O2 at a distorted geometry.

* HOMO: -0.29886 Ha
* HOMO-LUMO gap: 7.20 eV
* SMILES: CCN1C(=O)/C(=C/c2nc3ccccc3c(=O)n2-c2ccccc2)c2ccccc21

```
49
C25H19N3O2 the ωB97M-V functional and the def2-TZVPD basis
C -1.3022 0.4734 -4.9936
C -0.9846 1.8232 -4.4213
N -0.4668 1.6954 -3.0280
C 0.7240 1.0793 -2.7117
O 1.6422 0.7319 -3.5024
C 0.7402 0.7860 -1.2746
C 1.8952 0.1286 -0.6892
C 1.7697 -0.2015 0.8046
N 2.7804 0.2144 1.5597
C 2.7317 -0.0491 2.9900
C 3.7237 0.5413 3.8380
C 3.5516 0.4183 5.2122
C 2.4727 -0.3798 5.7253
C 1.5455 -0.9732 4.8952
C 1.6396 -0.7508 3.5095
C 0.5888 -1.1838 2.5815
O -0.4331 -1.7543 2.9233
N 0.6837 -1.0219 1.1932
C -0.1551 -1.6648 0.3103
C -1.5371 -1.3749 0.0911
C -2.2959 -2.1417 -0.7859
C -1.8242 -3.3009 -1.4294
C -0.5279 -3.6793 -1.1660
C 0.3226 -2.7744 -0.4260
C -0.3738 1.4434 -0.7375
C -0.7858 1.7044 0.5821
C -2.0717 2.4361 0.8188
C -2.8809 2.6722 -0.3811
C -2.4162 2.4566 -1.6886
C -1.1322 1.8771 -1.8162
H -2.0556 -0.0369 -4.3321
H -1.6587 0.6364 -6.0478
H -0.4524 -0.2336 -5.0100
H -1.8441 2.3912 -4.3552
H -0.2936 2.3831 -5.0778
H 2.8252 -0.1903 -1.1820
H 4.4868 1.2464 3.5433
H 4.2153 0.7557 5.9561
H 2.5122 -0.5608 6.7993
H 0.7513 -1.5680 5.3356
H -2.1054 -0.7033 0.7208
H -3.2769 -1.8577 -0.8235
H -2.5711 -3.9595 -1.9844
H -0.0970 -4.5411 -1.7801
H 1.3910 -3.0748 -0.2583
H -0.2796 1.3539 1.5216
H -2.4313 2.8200 1.8174
H -3.8653 3.1384 -0.1982
H -2.8750 2.7696 -2.6278
```



DFT (the ωB97M-V functional and the def2-TZVPD basis) results for C25H19N8O3S4Y as an isolated structure.

* HOMO: -0.48680 Ha
* total charge: +2
* HOMO-LUMO gap: 7.16 eV

```
60
C25H19N8O3S4Y the ωB97M-V functional and the def2-TZVPD basis
Y -1.2394 -0.1810 -0.6928
N -2.3750 -3.9451 -0.6828
C -3.3476 -3.0225 -0.7034
N -3.1431 -1.7338 -0.9353
C -4.3650 -1.0517 -0.9710
C -5.4506 -1.8037 -0.7166
S -4.9981 -3.4465 -0.4557
C -4.3441 0.3740 -1.3156
C -5.3937 1.2161 -1.3515
S -4.8940 2.7895 -1.8475
C -3.2712 2.2302 -1.9605
N -3.1200 0.9489 -1.6739
N -2.2604 3.0439 -2.3174
H -1.4149 -3.6589 -0.7730
H -2.5715 -4.8992 -0.4362
H -6.4867 -1.5115 -0.6962
H -6.4281 1.0136 -1.1313
H -2.4264 4.0247 -2.4639
H -1.3023 2.7546 -2.2019
N 2.2777 -2.5638 0.2920
C 2.3355 -2.4001 1.7129
C 3.5660 -2.3161 2.3338
C 3.6284 -2.0995 3.7040
C 2.4663 -1.9361 4.4407
C 1.2301 -1.9960 3.8095
C 1.1716 -2.2485 2.4507
S -0.3873 -2.4724 1.6420
N 0.0235 -2.0225 0.0396
C 1.2303 -2.1472 -0.4264
C 1.4172 -1.7254 -1.8510
C 2.5474 -2.0173 -2.5851
C 2.6382 -1.5461 -3.8901
C 1.6012 -0.7942 -4.4081
C 0.5047 -0.5379 -3.6011
N 0.4038 -0.9923 -2.3508
H 3.1794 -2.5090 -0.1569
H 4.4762 -2.4171 1.7548
H 4.5924 -2.0520 4.1906
H 2.5162 -1.7639 5.5065
H 0.3165 -1.8678 4.3759
H 3.3487 -2.6184 -2.1785
H 3.5126 -1.7661 -4.4870
H 1.6326 -0.4051 -5.4153
H -0.3245 0.0539 -3.9720
O 2.4572 0.5768 0.4171
S 1.9396 1.7764 -0.1943
O 2.5453 2.2399 -1.4000
N 0.3134 1.5326 -0.4118
C -0.3967 2.0635 0.6178
O -1.5679 1.6509 0.8028
C 0.3693 3.0618 1.3893
C -0.0805 3.9269 2.3708
C 0.8466 4.7856 2.9494
C 2.1829 4.7626 2.5616
C 2.6412 3.8792 1.5865
C 1.7084 3.0437 1.0157
H -1.1215 3.9335 2.6644
H 0.5273 5.4835 3.7110
H 2.8823 5.4442 3.0266
H 3.6805 3.8583 1.2890
```



Short version: energy relative to the best compared isomer or geometry (same formula, charge and spin) = 7.3 62.4 62.1 115.9 248.3 36.3 97.6 11.3 kJ/mol, in the order given.